Record 1
{"formula": "C33H39AsN3O4S4SbTcTe", "method": "wB97M-V/def2-TZVPD", "homo_lumo_gap_ha": [0.1634, 0.1634], "charge": 1, "fmax_ev_per_a": 1.862, "species": ["Te", "Sb", "Tc", "As", "S", "S", "S", "S", "O", "O", "O", "O", "N", "N", "N", "C", "C", "C", "C", "C", "C", "C", "C", "C", "C", "C", "C", "C", "C", "C", "C", "C", "C", "C", "C", "C", "C", "C", "C", "C", "C", "C", "C", "C", "C", "C", "C", "C", "H", "H", "H", "H", "H", "H", "H", "H", "H", "H", "H", "H", "H", "H", "H", "H", "H", "H", "H", "H", "H", "H", "H", "H", "H", "H", "H", "H", "H", "H", "H", "H", "H", "H", "H", "H", "H", "H", "H"], "coordinates": [[3.39024, -1.90321, 1.10696], [2.30617, 1.74732, -0.06419], [1.03853, -0.48554, 0.60106], [1.72031, 1.20248, 4.48069], [3.78987, 1.14520, 4.40672], [0.96065, -0.74268, 2.98079], [0.74313, 1.07229, 6.29326], [2.47700, -2.08522, 3.33473], [-2.45176, -1.69299, 1.48034], [-1.58918, -1.07440, -4.18474], [-5.39250, 0.63600, 0.32387], [3.32088, -1.04652, -1.65597], [-1.40248, 0.19285, -1.86160], [-2.93110, 1.04751, -0.37782], [-0.92774, 0.23712, 0.45051], [3.39517, 2.03286, -1.88134], [-3.67552, 2.02375, -2.52848], [8.05647, -1.14858, 2.39953], [-5.25356, 1.19915, -0.90350], [7.56755, -2.40576, 2.07220], [-1.72484, 0.47488, -0.58067], [-1.51921, 0.42445, 1.74195], [0.80731, -0.78039, -1.46058], [0.83290, 3.29421, -0.29196], [-2.87210, -0.44903, 3.53465], [-6.29742, 1.57591, -1.73146], [-4.72606, 2.37660, -3.36576], [5.40442, -1.43992, 1.67988], [-1.69449, -1.63573, -5.48513], [2.02471, -1.54032, -1.97730], [5.88722, -0.18124, 2.00498], [1.86185, -2.10966, -3.30516], [3.66227, 2.86345, 1.16086], [-0.34499, -0.60834, -2.29110], [6.23932, -2.55213, 1.70398], [1.20630, -2.04845, -0.83300], [0.44452, -3.33270, -0.74274], [-3.92772, 1.40978, -1.31012], [-6.03064, 2.15203, -2.96760], [0.69203, -1.99872, -3.97361], [-1.28385, 1.57482, 2.47951], [-3.18913, -2.78554, 2.00697], [-6.70683, 0.50100, 0.84531], [-0.42214, -1.24266, -3.49026], [-1.83131, 1.71764, 3.74671], [-2.62278, 0.70771, 4.26369], [-2.31572, -0.60242, 2.27406], [7.21948, -0.04239, 2.36497], [3.34366, 2.87395, 2.19912], [-7.32147, 1.42750, -1.42045], [-2.67647, -1.35043, -5.85044], [-0.12576, 2.87023, -0.58589], [-1.62336, -2.72526, -5.46025], [-7.20976, 1.46814, 0.90623], [-2.77176, -3.12400, 2.95782], [-3.48453, -1.22659, 3.96994], [3.89592, -1.17613, -2.42109], [5.22742, 0.67562, 2.01634], [3.67439, 3.87856, 0.76398], [8.21514, -3.27182, 2.10012], [0.57532, -3.79302, 0.23974], [-0.93237, -1.23274, -6.15591], [-6.85287, 2.43614, -3.60986], [4.31430, 1.45442, -1.83993], [-2.16090, 0.26999, -2.52772], [-0.62446, -3.17467, -0.90943], [-3.04686, 0.80986, 5.25324], [-4.24076, -2.52175, 2.14466], [2.70625, -2.60748, -3.76907], [0.61128, -2.47151, -4.94278], [5.84466, -3.52788, 1.44509], [7.60373, 0.93503, 2.62677], [2.79607, 1.71677, -2.73302], [4.66086, 2.43642, 1.09896], [-3.11253, -3.58471, 1.27537], [1.16705, 4.00073, -1.05011], [-4.51576, 2.84046, -4.31958], [9.09323, -1.03289, 2.68690], [-2.66192, 2.27214, -2.81559], [3.62689, 3.09385, -1.95496], [0.72449, 3.81810, 0.65687], [-6.58937, 0.09286, 1.84480], [-3.25861, 1.03649, 0.57977], [-0.66446, 2.35203, 2.04659], [-1.63574, 2.61022, 4.32396], [0.81821, -4.03916, -1.48463], [-7.30438, -0.18393, 0.24036]]}

***

Record 2
{"formula": "C33H39BCeN17O4S2", "method": "wB97M-V/def2-TZVPD", "homo_lumo_gap_ha": 0.1625, "charge": 3, "fmax_ev_per_a": 1.550, "species": ["Ce", "S", "S", "O", "O", "O", "O", "N", "N", "N", "N", "N", "N", "N", "N", "N", "N", "N", "N", "N", "N", "N", "N", "N", "C", "C", "C", "C", "C", "C", "C", "C", "C", "C", "C", "C", "C", "C", "C", "C", "C", "C", "C", "C", "C", "C", "C", "C", "C", "C", "C", "C", "C", "C", "C", "C", "C", "B", "H", "H", "H", "H", "H", "H", "H", "H", "H", "H", "H", "H", "H", "H", "H", "H", "H", "H", "H", "H", "H", "H", "H", "H", "H", "H", "H", "H", "H", "H", "H", "H", "H", "H", "H", "H", "H", "H", "H"], "coordinates": [[-0.73416, 0.12686, -0.34675], [4.46077, -1.67009, 6.15062], [-2.63756, -1.72697, 1.01596], [2.60201, -4.85000, 2.96831], [4.17564, -2.04337, 7.49404], [5.64459, -2.10434, 5.47683], [1.25608, -5.09999, 1.29067], [-1.16746, -1.61624, -2.16474], [-3.61424, -0.01497, -1.50502], [-5.85370, -2.69012, -0.87848], [-1.24358, 1.51829, -2.26945], [0.86628, -1.04856, 1.35940], [1.14730, -0.20672, -3.23433], [-0.94374, 1.21532, -3.55390], [0.42803, 2.27855, 0.51679], [-0.03401, -0.07791, -5.46780], [-2.12263, 1.81727, 1.21752], [-4.33012, -1.13133, -1.06066], [-0.92329, -0.68538, -6.27734], [-4.92837, -2.84000, 0.08278], [1.87589, -4.44684, 2.09385], [-1.01997, -1.33356, -3.49112], [1.25065, -0.15081, -1.88318], [2.32821, -2.04994, 2.70725], [-1.82405, -3.39683, -3.37581], [-1.40499, -2.39574, -4.22389], [2.30560, -0.62938, -3.76744], [-6.21871, -1.12822, -2.74811], [-1.40399, 2.18378, -4.36773], [3.02544, -2.22300, 5.10376], [3.20556, -0.85254, -2.74927], [1.68577, -3.02315, 1.97943], [-0.09377, 3.09405, 1.45673], [-4.19874, 2.50016, 2.22682], [-0.61572, -0.42841, -7.52477], [2.49896, 3.47986, 0.66749], [1.68877, 2.49522, 0.12726], [2.50116, -0.54118, -1.59329], [-5.50529, -1.66219, -1.57708], [0.67141, 4.08814, 2.06693], [0.80373, 0.66432, -6.23297], [-1.52746, 2.89451, 1.77408], [0.80168, -2.39785, 1.15140], [4.44537, 0.18745, 6.06111], [-2.23571, 3.79984, 2.56481], [-3.97098, -1.90826, 0.00602], [-1.89843, 2.68830, -2.29692], [-1.64492, -2.86876, -2.10602], [3.43878, -2.23571, 3.63923], [1.80019, -0.87749, 2.30624], [2.20413, 0.45472, 2.80850], [-3.58650, 3.60450, 2.79676], [-3.42826, 1.64741, 1.45530], [1.98484, 4.28250, 1.67299], [-2.02626, 3.14663, -3.60179], [5.45524, 0.70768, 7.05104], [0.47450, 0.45966, -7.55689], [-0.20771, -0.09265, -3.96387], [3.50730, 3.60469, 0.30740], [-7.18227, -1.62879, -2.81878], [5.17222, 0.43980, 8.06769], [-3.40604, -0.12675, -2.49466], [0.14681, -2.85877, 0.42565], [-5.65834, -1.32919, -3.66319], [5.50659, 1.79538, 6.99293], [-1.37180, -2.36615, -5.29676], [2.06188, 1.84472, -0.64856], [2.75048, 0.99963, 2.03648], [-1.19649, -0.83981, -8.33860], [-1.26688, 2.15382, -5.43787], [6.44861, 0.31148, 6.83600], [-4.14999, 4.30831, 3.40229], [-2.19063, -4.37744, -3.64150], [-6.38520, -0.05147, -2.66895], [2.42791, -0.75537, -4.82966], [-5.01262, -3.58813, 0.75640], [-2.23839, 3.14361, -1.37276], [-3.87542, 0.76992, 1.01908], [4.22332, -1.19390, -2.84629], [-1.74732, 4.66616, 2.99100], [4.17286, -1.45638, 3.44594], [1.56713, 1.30093, -5.80797], [3.42466, 0.49760, 6.29970], [2.18459, -1.55540, 5.31947], [0.25816, 4.71543, 2.84360], [4.71634, 0.43896, 5.03030], [-2.50442, 4.04592, -3.95202], [2.84496, -0.56561, -0.57081], [3.90540, -3.18496, 3.41813], [2.80267, -3.22474, 5.46906], [1.31841, 1.03804, 3.06479], [-1.83511, -3.34925, -1.16080], [2.58799, 5.05752, 2.12668], [2.84420, 0.38476, 3.68493], [0.90499, 0.92560, -8.42907], [-4.18472, 0.81894, -1.39943], [-5.25410, 2.30436, 2.36887]]}